Here is a molecular structure, C16H14ClO3PbS at a distorted geometry from OMol25. Energies are from wB97M-V/def2-TZVPD.

Geometry as ORCA input:
```
! wB97M-V def2-TZVPD RIJCOSX def2/J DEFGRID3
* xyz 1 1
Pb 1.82556 5.53238 -0.75934
Cl -0.28639 4.58346 1.08623
C 2.68856 2.92341 2.91711
S 3.60415 4.51757 2.85478
O 3.54148 4.91948 1.37925
C 2.50520 5.34652 4.00722
H 3.29270 2.31555 2.24361
H 1.74606 3.12225 2.40696
H 2.53204 2.47938 3.90019
H 2.75112 6.40841 4.00432
H 2.56495 4.87295 4.98715
H 1.51938 5.19499 3.56756
C -2.03373 1.35024 -0.30648
C -3.29144 0.91002 -0.67835
C -3.35591 -0.37007 -1.32331
C -2.23332 -1.22356 -1.46628
C -0.98784 -0.80738 -0.93089
C -0.87440 0.49376 -0.39835
C 0.22125 -1.67085 -0.99984
O 1.35827 -1.28512 -0.65166
C -0.10091 -3.06898 -1.38590
C 0.93945 -4.05933 -1.25238
C 0.81127 -5.34315 -1.54699
C -0.38011 -5.79901 -2.13192
C -1.37442 -4.80732 -2.52012
C -1.28581 -3.48159 -2.01193
C -2.41128 -2.51169 -2.17443
O -3.52665 -2.85217 -2.65585
H -1.96359 2.35536 0.08238
H -4.18654 1.51352 -0.70979
H -4.26335 -0.70637 -1.80275
H 0.10317 0.86811 -0.13261
H 1.87029 -3.70284 -0.83662
H 1.59842 -6.07183 -1.42121
H -0.66724 -6.83128 -2.26749
H -2.25031 -5.11468 -3.07216
*
```

LUMO energy: -6.61 eV
HOMO: -11.070 eV
max |F|: 0.081 Eh/bohr
frontier orbital gap: 0.164 hartree

Here is a molecular structure, C23H21N5O2OsS from OMol25. Energies are from wB97M-V/def2-TZVPD.

Geometry as ORCA input:
```
! wB97M-V def2-TZVPD RIJCOSX def2/J DEFGRID3
* xyz 4 1
Os -0.44078 0.40558 1.43325
C 0.28884 1.60876 4.74116
C -0.68622 1.10530 3.73586
C -1.40197 1.99093 2.88157
C -2.33616 1.50503 1.94186
C -2.68813 0.11835 1.92225
C -2.04505 -0.75032 2.80495
C -0.96273 -0.28630 3.59665
H -0.26758 1.78716 5.67032
H 0.73061 2.56113 4.45086
H 1.06662 0.88077 4.96759
H -1.19201 3.05462 2.92166
H -2.83867 2.19390 1.27306
H -3.44888 -0.24581 1.24305
H -2.29052 -1.80738 2.79194
H -0.41359 -0.98660 4.21601
O -1.35580 -1.53902 -5.29764
N -1.54927 -2.46111 -4.53358
O -1.95571 -3.55937 -4.78555
C -1.18520 -2.19717 -3.11240
C -0.72563 -3.24258 -2.39532
C -0.27215 -3.05279 -1.04748
C 0.29286 -4.06745 -0.24916
C 0.73945 -3.75965 1.02125
C 0.58551 -2.46973 1.51468
N 0.02698 -1.49154 0.78239
C -0.37619 -1.77870 -0.49378
C -0.87592 -0.69211 -1.25293
N -0.89741 0.51251 -0.60941
C -1.33435 1.58361 -1.27075
C -1.78375 1.49594 -2.58721
C -1.77615 0.28722 -3.24710
C -1.28475 -0.86021 -2.58016
H -0.69060 -4.22577 -2.85160
H 0.38484 -5.07721 -0.63452
H 1.20011 -4.51004 1.65055
H 0.92290 -2.21290 2.50982
H -1.33810 2.52882 -0.74353
H -2.14472 2.38958 -3.07939
H -2.13040 0.21746 -4.26616
C 2.44177 0.14702 -1.55626
N 2.67758 1.54378 -1.16966
C 3.49206 2.37709 -1.86188
C 3.56269 3.56860 -1.16919
N 2.79281 3.41525 -0.07650
C 2.22269 2.18151 -0.06639
S 1.31317 1.70315 1.33000
H 1.80065 0.12064 -2.43524
H 1.98423 -0.37486 -0.72199
H 3.40000 -0.31426 -1.78601
H 3.98948 2.07632 -2.77240
H 4.10800 4.47620 -1.38554
H 2.66455 4.12663 0.63800
*
```

LUMO energy (alpha / beta): -15.90 / -15.90 eV
HOMO (alpha / beta): -20.869 / -20.869 eV
max |F|: 0.003 Eh/bohr
frontier orbital gap (alpha / beta): 0.182 / 0.183 hartree